Record 1
C45H74N2O13 | ωB97M-V/def2-TZVPD

Positions of all 134 atoms, in Å:
C 4.180 -4.632 6.389
C 2.963 -3.709 6.172
C 3.390 -2.519 5.261
N 2.213 -1.929 4.619
C 2.021 -2.265 3.182
C 1.991 -3.787 3.008
C 2.007 -4.360 1.577
C 2.345 -5.897 1.645
C 1.034 -6.685 1.351
C 0.630 -6.654 -0.147
O 0.055 -7.866 -0.606
C 1.083 -8.728 -1.131
C 3.173 -1.425 2.487
C 4.393 -2.184 1.857
C 4.677 -1.855 0.392
C 4.948 -0.586 -0.086
C 5.237 -0.355 -1.410
C 5.290 -1.388 -2.328
C 5.646 -1.192 -3.784
C 4.994 -2.659 -1.850
C 4.704 -2.896 -0.529
N 2.498 -0.369 1.659
C 1.264 -0.158 2.321
O 0.728 0.920 2.465
C 0.644 -1.521 2.828
C -0.337 -2.132 1.796
C -0.246 -1.745 0.307
C 1.032 -2.049 -0.495
O -0.656 -0.388 0.067
C -1.993 -0.312 -0.403
C -2.084 -0.542 -1.913
C -2.447 -1.783 -2.395
C -2.519 -2.024 -3.760
C -2.201 -0.982 -4.613
C -1.832 0.255 -4.142
C -1.779 0.493 -2.780
O -0.086 -1.042 3.947
C -0.782 -2.053 4.668
C -2.297 -1.773 4.751
H 4.551 -5.057 5.446
H 5.001 -4.098 6.884
H 3.892 -5.475 7.033
H 2.563 -3.303 7.108
H 2.180 -4.300 5.683
H 4.147 -2.925 4.566
H 3.910 -1.783 5.892
H 2.242 -0.931 4.782
H 2.778 -4.323 3.553
H 1.052 -4.137 3.468
H 1.055 -4.308 1.044
H 2.761 -3.928 0.916
H 3.041 -6.182 0.847
H 2.657 -6.213 2.646
H 0.200 -6.249 1.923
H 1.115 -7.742 1.645
H 1.448 -6.294 -0.797
H -0.162 -5.893 -0.254
H 2.045 -8.444 -0.681
H 1.094 -8.619 -2.222
H 0.841 -9.748 -0.812
H 3.692 -0.767 3.199
H 4.336 -3.273 1.943
H 5.300 -1.889 2.405
H 4.943 0.241 0.623
H 5.470 0.647 -1.770
H 6.667 -1.589 -3.916
H 5.717 -0.135 -4.064
H 5.010 -1.770 -4.462
H 5.041 -3.472 -2.578
H 4.514 -3.927 -0.228
H 2.971 0.517 1.820
H -0.404 -3.217 1.960
H -1.338 -1.773 2.080
H -1.038 -2.341 -0.175
H 0.874 -2.977 -1.071
H 1.147 -1.267 -1.257
H 1.961 -2.172 0.056
H -2.327 0.725 -0.241
H -2.689 -0.951 0.161
H -2.667 -2.604 -1.710
H -2.784 -3.014 -4.123
H -2.246 -1.197 -5.681
H -1.580 1.061 -4.829
H -1.487 1.445 -2.340
H -0.583 -3.080 4.342
H -0.423 -1.998 5.709
H -2.709 -2.588 5.368
H -2.467 -0.865 5.342
H -2.782 -1.732 3.772
C -0.837 5.506 -0.529
C -1.104 4.668 -1.761
O -2.447 4.832 -2.241
C -2.709 5.977 -2.867
O -1.933 6.872 -3.075
O -3.999 5.964 -3.218
C -4.450 7.180 -3.817
H -1.571 5.287 0.247
H 0.162 5.305 -0.141
H -0.910 6.571 -0.748
H -1.003 3.613 -1.509
H -0.391 4.881 -2.558
H -3.833 7.448 -4.672
H -4.451 7.982 -3.080
H -5.469 7.012 -4.156
C -1.431 10.972 3.240
C -0.271 10.771 2.285
O 0.786 10.006 2.881
C 0.551 8.700 3.009
O -0.446 8.120 2.665
O 1.609 8.144 3.603
C 1.445 6.754 3.895
H -1.082 11.424 4.170
H -2.186 11.618 2.791
H -1.900 10.024 3.498
H 0.165 11.737 2.033
H -0.592 10.305 1.353
H 1.184 6.193 2.999
H 0.685 6.619 4.663
H 2.398 6.391 4.272
C -6.853 -0.885 -7.861
C -7.861 0.238 -7.729
O -7.636 1.021 -6.549
C -6.590 1.847 -6.595
O -5.844 1.996 -7.528
O -6.504 2.472 -5.420
C -5.359 3.319 -5.295
H -6.854 -1.504 -6.962
H -7.089 -1.510 -8.724
H -5.842 -0.498 -7.985
H -8.861 -0.180 -7.625
H -7.867 0.881 -8.610
H -5.318 4.045 -6.105
H -4.451 2.718 -5.273
H -5.449 3.852 -4.351

Results
SMILES string: CCCN[C@]1(CCCCCOC)[C@@H](Cc2ccc(C)cc2)NC(=O)[C@]1(C[C@H](C)OCc1ccccc1)OCC.CCOC(=O)OC.CCOC(=O)OC.CCOC(=O)OC


Record 2
C45H75N9O9 | ωB97M-V/def2-TZVPD

Positions of all 138 atoms, in Å:
C 3.639 -1.135 5.067
C 2.355 -0.699 4.443
C 1.748 0.646 4.981
C 0.727 1.387 4.191
N -0.011 1.961 3.524
H 3.884 -2.074 4.533
H 3.521 -1.398 6.100
H 4.410 -0.394 5.011
H 1.555 -1.478 4.527
H 2.463 -0.539 3.362
H 2.548 1.344 5.213
H 1.307 0.496 5.986
C -2.903 -1.204 -4.181
C -4.373 -1.552 -4.378
C -4.949 -1.026 -5.732
C -4.725 0.341 -6.065
N -4.495 1.423 -6.350
H -2.583 -1.634 -3.217
H -2.771 -0.111 -4.107
H -2.241 -1.554 -4.961
H -5.019 -1.109 -3.597
H -4.517 -2.608 -4.334
H -6.019 -1.196 -5.884
H -4.491 -1.686 -6.520
C 2.162 -4.063 3.098
C 3.196 -5.182 2.748
C 3.507 -5.334 1.257
C 3.732 -3.973 0.698
N 3.710 -2.909 0.229
H 1.695 -4.340 4.082
H 1.341 -4.050 2.400
H 2.593 -3.038 3.188
H 2.790 -6.149 3.127
H 4.120 -5.006 3.269
H 2.560 -5.689 0.750
H 4.309 -6.037 1.087
C -0.386 1.365 -6.421
C -0.166 2.894 -6.171
C -1.367 3.546 -5.486
C -1.504 3.276 -4.025
N -1.611 3.157 -2.879
H 0.388 0.888 -7.038
H -1.343 1.146 -7.003
H -0.425 0.833 -5.440
H 0.045 3.366 -7.078
H 0.667 2.869 -5.494
H -2.327 3.153 -5.918
H -1.340 4.612 -5.482
C 2.637 2.745 -2.307
C 3.611 1.615 -2.714
C 2.985 0.228 -2.409
C 1.776 -0.049 -3.207
N 0.852 -0.242 -3.852
H 2.316 2.599 -1.251
H 1.731 2.655 -2.871
H 3.222 3.682 -2.391
H 4.548 1.657 -2.193
H 3.761 1.642 -3.832
H 2.737 0.131 -1.345
H 3.704 -0.570 -2.580
C 4.043 3.937 1.921
C 3.653 5.372 2.283
C 2.404 5.389 3.203
C 2.689 4.517 4.375
N 3.125 3.958 5.281
H 4.143 3.293 2.807
H 4.936 3.838 1.317
H 3.299 3.450 1.260
H 3.377 5.989 1.464
H 4.597 5.804 2.678
H 1.496 4.967 2.682
H 2.306 6.382 3.582
C -7.993 -1.409 -0.668
C -7.538 -2.797 -1.197
C -6.191 -3.310 -0.680
C -5.176 -2.221 -0.734
N -4.278 -1.455 -0.829
H -8.344 -1.256 0.340
H -8.813 -1.102 -1.316
H -7.213 -0.691 -0.884
H -7.488 -2.668 -2.236
H -8.305 -3.593 -1.025
H -5.885 -4.167 -1.287
H -6.239 -3.668 0.387
C -0.870 -3.404 -0.483
C -1.830 -4.513 -0.745
C -1.828 -5.626 0.321
C -0.507 -6.297 0.352
N 0.555 -6.777 0.315
H -0.979 -2.948 0.507
H -0.986 -2.566 -1.174
H 0.144 -3.850 -0.551
H -1.639 -4.962 -1.700
H -2.844 -4.126 -0.741
H -2.575 -6.358 0.179
H -2.084 -5.288 1.350
C -0.925 5.672 -0.901
C -0.339 4.717 0.116
C -1.188 4.514 1.353
C -1.142 5.754 2.179
N -1.024 6.708 2.775
H -1.184 6.633 -0.462
H -1.737 5.214 -1.413
H -0.195 5.837 -1.727
H 0.641 5.128 0.485
H -0.174 3.752 -0.353
H -0.864 3.706 2.007
H -2.245 4.336 1.152
C -1.043 -2.425 3.345
C -1.813 -1.268 3.970
O -3.186 -1.641 3.737
C -3.223 -2.533 2.718
O -4.180 -2.849 2.100
O -2.001 -3.076 2.521
H -0.692 -3.172 4.055
H -0.282 -2.019 2.679
H -1.553 -0.399 3.458
H -1.628 -1.202 5.037
C -1.359 0.894 -0.480
C -1.730 0.046 0.663
O -0.458 -0.185 1.355
C 0.516 0.497 0.740
O 1.663 0.431 1.092
O 0.058 1.173 -0.316
H -1.796 1.909 -0.499
H -1.496 0.387 -1.419
H -2.175 -0.883 0.330
H -2.442 0.558 1.350
C 4.924 0.442 1.577
C 6.244 0.207 2.326
O 7.161 0.064 1.174
C 6.580 0.679 0.113
O 7.099 0.879 -0.934
O 5.363 1.151 0.398
H 4.212 1.050 2.130
H 4.399 -0.460 1.239
H 6.292 -0.747 2.857
H 6.477 1.040 2.958

Results
SMILES string: O=C1OCCO1.O=C1OCCO1.O=C1OCCO1.CCCC#N.CCCC#N.CCCC#N.CCCC#N.CCCC#N.CCCC#N.CCCC#N.CCCC#N.CCCC#N


no.,gap between HOMO and LUMO (hartree),strongest force on any atom (hartree/bohr)
1,0.3336,0.0444
2,0.4038,0.0792